{"formula": "C33H67BN3O15PS", "method": "ωB97M-V/def2-TZVPD", "species": ["C", "C", "C", "O", "C", "C", "C", "N", "C", "O", "C", "B", "O", "O", "C", "C", "C", "P", "O", "C", "N", "S", "N", "C", "H", "H", "H", "H", "H", "H", "H", "H", "H", "H", "H", "H", "H", "H", "H", "H", "H", "C", "O", "C", "C", "O", "C", "H", "H", "H", "H", "H", "H", "H", "H", "H", "H", "C", "O", "C", "C", "O", "C", "H", "H", "H", "H", "H", "H", "H", "H", "H", "H", "C", "O", "C", "C", "O", "C", "H", "H", "H", "H", "H", "H", "H", "H", "H", "H", "C", "O", "C", "C", "O", "C", "H", "H", "H", "H", "H", "H", "H", "H", "H", "H", "C", "O", "C", "C", "O", "C", "H", "H", "H", "H", "H", "H", "H", "H", "H", "H"], "positions_angstrom": [[-4.5620, 1.0456, -2.0931], [-3.3364, 1.1556, -3.1668], [-3.5527, 0.0796, -4.3729], [-4.4930, -0.9697, -3.9716], [-4.4379, -2.0925, -4.8774], [-3.7955, -3.4321, -4.2500], [-2.4707, -3.4845, -3.4215], [-1.7179, -2.1989, -3.1235], [-2.2353, -1.7444, -1.9818], [-2.5330, -1.2838, -0.8562], [-1.8255, -4.8344, -2.8468], [-0.3887, -4.7731, -2.0313], [-0.3996, -4.3801, -0.6520], [0.7792, -5.0898, -2.8092], [1.7767, -5.8209, -2.0385], [3.1063, -4.8917, -2.0031], [-2.5431, -6.2108, -3.0532], [-1.8956, -7.8593, -2.3914], [-0.3635, -8.0286, -2.4924], [-3.9002, -6.1415, -3.8867], [-4.6517, -7.3545, -4.1345], [-5.9706, -6.7544, -5.0637], [-5.7704, -5.0577, -5.2600], [-4.5471, -4.8130, -4.5135], [-5.5475, 1.3370, -2.6018], [-4.6262, 0.0076, -1.6052], [-4.3145, 1.7807, -1.2310], [-3.3497, 2.2208, -3.5809], [-2.3301, 0.9488, -2.6277], [-2.5565, -0.3585, -4.7393], [-4.0270, 0.6089, -5.2811], [-3.9371, -1.7741, -5.8699], [-5.5304, -2.3563, -5.1489], [0.1378, -3.5490, -0.5540], [2.0652, -6.7520, -2.6646], [1.4313, -6.1642, -1.0053], [2.9902, -3.9753, -1.3060], [3.1970, -4.4534, -3.0721], [4.0304, -5.5300, -1.7325], [-2.4999, -8.9250, -3.1509], [-2.3422, -8.0325, -1.0202], [-1.9475, 3.0267, 0.8850], [-2.3998, 3.9782, -0.0721], [-2.1876, 5.3204, 0.3592], [-0.9070, 5.9062, -0.2293], [0.2467, 5.2067, 0.2299], [0.6908, 4.2243, -0.6977], [-1.8131, 2.0689, 0.3723], [-0.9976, 3.3101, 1.3421], [-2.7050, 2.9020, 1.6654], [-2.1853, 5.3788, 1.4520], [-3.0364, 5.9106, -0.0040], [-0.8096, 6.9433, 0.1096], [-0.9390, 5.9183, -1.3247], [1.2874, 4.7002, -1.4813], [-0.1383, 3.6791, -1.1548], [1.3187, 3.5096, -0.1606], [4.0941, 8.3266, 2.8082], [2.8138, 7.7113, 2.8537], [2.7205, 6.5833, 1.9825], [2.9479, 5.2701, 2.7238], [4.2716, 5.1813, 3.2511], [4.3391, 5.5534, 4.6221], [4.2112, 8.9301, 3.7136], [4.9074, 7.5993, 2.7700], [4.1546, 8.9874, 1.9375], [3.4114, 6.6887, 1.1400], [1.7023, 6.5753, 1.5809], [2.8327, 4.4445, 2.0131], [2.2071, 5.1280, 3.5186], [4.0295, 4.7115, 5.2482], [3.7153, 6.4213, 4.8485], [5.3765, 5.8041, 4.8552], [-7.8394, -8.0050, 0.7800], [-6.7518, -7.5927, -0.0373], [-7.1851, -6.9677, -1.2449], [-7.1743, -5.4452, -1.1295], [-8.1052, -4.9815, -0.1533], [-7.4942, -4.7250, 1.1051], [-7.4632, -8.1433, 1.7982], [-8.6458, -7.2698, 0.8063], [-8.2298, -8.9618, 0.4186], [-8.1728, -7.3365, -1.5388], [-6.4744, -7.2593, -2.0262], [-7.4833, -5.0201, -2.0909], [-6.1679, -5.0703, -0.9100], [-7.0158, -3.7416, 1.0890], [-6.7537, -5.4834, 1.3700], [-8.2756, -4.7252, 1.8680], [10.0552, 3.4223, 1.3577], [8.7624, 3.6721, 0.8226], [7.7266, 3.0719, 1.6001], [7.0960, 4.0682, 2.5701], [8.0341, 4.5231, 3.5453], [8.6177, 5.7726, 3.1996], [10.7414, 4.1680, 0.9446], [10.0793, 3.4959, 2.4465], [10.3947, 2.4275, 1.0517], [8.1009, 2.1884, 2.1267], [6.9546, 2.7388, 0.8971], [6.2911, 3.5641, 3.1140], [6.6535, 4.9168, 2.0373], [7.9369, 6.5851, 3.4702], [8.8564, 5.8399, 2.1355], [9.5437, 5.8837, 3.7680], [0.5079, -1.3964, 1.7375], [1.9257, -1.4211, 1.6236], [2.4394, -0.2647, 0.9645], [2.9308, 0.7819, 1.9643], [1.8639, 1.2893, 2.7675], [1.7770, 0.6397, 4.0300], [0.2183, -2.0950, 2.5281], [0.1262, -0.4067, 1.9945], [0.0546, -1.7277, 0.7972], [1.6940, 0.1541, 0.2810], [3.2950, -0.5932, 0.3636], [3.3426, 1.6312, 1.4079], [3.7315, 0.3815, 2.5964], [2.5072, 1.0739, 4.7189], [1.9453, -0.4372, 3.9560], [0.7738, 0.8050, 4.4285]], "forces_ev_per_a": [[0.93, 0.45, 0.29], [-0.82, -1.02, 0.35], [0.04, 1.19, -0.40], [1.54, -0.42, -0.86], [-0.71, -0.65, -0.32], [2.20, -1.69, 1.35], [-2.95, -2.36, -1.57], [-3.66, 0.11, 4.84], [0.94, 0.83, 2.20], [1.75, -2.82, -7.20], [-3.08, -1.89, -1.44], [0.97, 0.08, -0.84], [0.51, 0.73, -2.12], [-2.42, -0.09, 2.83], [2.49, -0.11, -0.57], [-0.69, 0.02, -0.31], [-1.06, 4.79, -1.25], [3.09, -0.25, -0.54], [-3.00, 0.82, 0.42], [-0.18, -0.83, 0.13], [0.01, 6.00, -1.06], [1.42, 0.98, 0.58], [4.45, -2.18, 3.45], [0.83, -0.74, 0.50], [1.43, -0.52, 0.88], [-0.02, 1.59, -1.04], [-0.60, -1.03, -1.49], [0.26, -1.58, 0.48], [-1.68, 0.45, -0.94], [-1.42, 0.52, 0.76], [0.67, -0.63, 1.30], [-0.50, -0.77, 1.59], [1.74, 0.27, 0.48], [-0.39, -1.36, 0.12], [-0.80, 1.48, 1.12], [0.32, 0.66, -1.51], [0.24, -1.64, -0.89], [0.10, -0.88, 1.73], [-1.47, 1.21, -0.39], [-0.31, 0.97, 0.47], [-0.15, 0.34, -1.01], [-0.18, -0.20, -0.14], [0.32, 0.13, 0.29], [-0.09, -0.03, -0.59], [0.03, 0.03, 0.50], [-0.26, -0.20, -0.31], [0.17, 0.03, 0.11], [-0.09, 0.14, 0.02], [-0.02, 0.06, -0.04], [0.06, -0.03, 0.07], [0.12, 0.00, -0.02], [0.05, -0.01, 0.04], [-0.02, -0.03, -0.01], [-0.08, -0.10, 0.07], [0.01, -0.05, -0.09], [-0.02, 0.07, 0.05], [-0.02, 0.11, 0.02], [-0.20, 0.23, 0.15], [0.43, -0.24, -0.11], [-0.55, 0.03, 0.39], [0.34, 0.05, -0.34], [-0.34, 0.25, 0.17], [0.17, -0.08, -0.05], [-0.08, -0.07, -0.13], [-0.05, -0.06, -0.02], [0.11, 0.00, -0.02], [0.08, -0.06, 0.06], [0.14, -0.06, -0.01], [-0.05, 0.04, 0.04], [0.03, 0.11, -0.05], [-0.03, 0.02, 0.10], [-0.02, -0.04, -0.08], [-0.04, -0.12, -0.07], [0.21, -0.19, 0.14], [-0.38, 0.22, -0.11], [0.56, 0.15, 0.16], [-0.49, -0.10, -0.05], [0.37, -0.22, 0.06], [-0.15, 0.09, -0.01], [0.01, -0.01, -0.18], [0.05, 0.03, -0.07], [-0.10, 0.01, 0.03], [-0.04, 0.10, 0.06], [-0.05, 0.02, 0.03], [0.03, -0.03, 0.01], [-0.01, -0.13, 0.04], [0.07, 0.01, 0.07], [-0.03, 0.00, -0.08], [0.01, 0.05, -0.13], [0.08, 0.08, -0.29], [0.02, -0.13, 0.43], [-0.15, 0.48, -0.27], [0.22, -0.42, 0.22], [0.06, 0.13, -0.37], [0.01, -0.09, 0.18], [-0.14, -0.11, -0.01], [-0.08, 0.00, -0.01], [0.07, -0.02, 0.08], [0.03, 0.07, 0.08], [0.02, 0.01, 0.05], [0.02, 0.08, -0.09], [0.06, -0.11, -0.01], [0.01, 0.11, -0.05], [-0.05, -0.05, 0.02], [-0.12, -0.04, 0.03], [0.12, -0.30, 0.12], [-0.24, 0.39, -0.08], [0.44, -0.24, 0.37], [-0.45, 0.25, -0.20], [0.22, -0.40, -0.09], [-0.09, 0.16, 0.04], [0.10, 0.05, -0.16], [0.06, 0.02, -0.05], [-0.15, 0.10, -0.01], [-0.04, 0.08, 0.10], [-0.05, 0.03, 0.02], [0.00, -0.04, 0.00], [-0.09, -0.09, -0.06], [0.02, -0.06, 0.08], [0.02, 0.05, -0.07], [0.09, 0.08, -0.07]], "mulliken_charge": [-0.823, -0.378, -0.445, -0.289, -0.763, 0.712, -0.417, -0.506, 0.703, -0.507, 0.414, 0.674, -0.537, -0.370, -0.164, -0.860, -0.126, 0.291, -0.613, 0.584, -0.581, 0.137, -0.631, 0.187, 0.326, 0.189, 0.196, 0.388, 0.042, 0.356, 0.406, 0.334, 0.322, 0.201, 0.314, 0.279, 0.094, 0.255, 0.342, 0.134, 0.105, -0.798, -0.297, -0.571, -0.546, -0.115, -0.558, 0.059, 0.473, 0.375, 0.321, 0.382, 0.379, 0.359, 0.335, 0.350, -0.094, -0.577, -0.424, -0.135, 0.027, -0.025, -0.916, 0.261, 0.132, 0.330, 0.299, -0.093, -0.136, 0.327, 0.255, 0.416, 0.207, -0.781, -0.382, -0.305, -0.264, -0.429, -0.733, 0.249, 0.344, 0.321, 0.304, 0.198, 0.303, 0.285, 0.313, 0.325, 0.253, -0.723, -0.407, -0.688, 0.141, -0.425, -0.750, 0.244, 0.318, 0.322, 0.382, 0.311, 0.139, 0.239, 0.281, 0.333, 0.283, -0.176, -0.373, -0.492, -0.418, -0.194, -0.915, 0.350, 0.286, -0.255, 0.272, 0.379, 0.292, 0.362, 0.295, 0.383, 0.232], "e_homo_ev": -9.07, "orbital_gap_ev": 7.25, "charge": 0}